No. 1
# C55H69N9O8P2S

A 7-piece molecular cluster, C55H69N9O8P2S overall at a distorted geometry (ωB97M-V/def2-TZVPD, the Open Molecules 2025 dataset).

Element x y z (Å)
S: -7.60 -3.92 -4.67
P: -6.22 0.83 0.24
P: 3.48 -2.98 2.27
O: 2.94 3.78 2.41
O: -0.36 0.62 -0.17
O: -1.41 -3.26 -3.16
O: 3.41 -4.50 -2.68
O: 2.74 0.57 0.09
O: -6.46 2.03 -0.67
O: 0.62 -5.30 -1.80
O: 3.01 1.55 2.18
N: -6.42 4.25 2.40
N: 3.75 -6.92 1.95
N: -3.59 -5.10 1.60
N: 4.51 -1.77 2.10
N: 4.69 -0.88 -1.67
N: 0.94 4.08 5.28
N: 7.30 8.51 -3.58
N: -3.81 3.43 -0.49
N: 5.40 7.19 -0.50
C: -6.65 3.90 3.70
C: -6.32 5.61 2.30
C: -3.75 -6.08 3.58
C: 2.50 0.58 1.27
C: -1.18 3.89 5.89
C: -2.67 2.56 -0.09
C: 2.26 -4.31 -3.53
C: -3.43 0.05 -0.05
C: -4.36 -3.65 -2.67
C: 6.60 -1.01 -2.78
C: 1.02 -5.20 -3.18
C: -0.29 3.66 4.87
C: 7.65 7.19 -3.68
C: 6.18 -2.32 -2.43
C: 5.17 6.13 1.44
C: -6.72 5.05 4.44
C: 1.92 -2.76 -3.77
C: -3.09 1.32 0.83
C: -4.49 -6.84 2.63
C: -4.37 -6.21 1.42
C: -1.32 -2.84 -2.01
C: 2.47 -6.32 1.44
C: -6.51 6.14 3.55
C: -3.20 -5.02 2.91
C: -2.33 -0.81 -0.59
C: -0.46 4.48 6.96
C: 1.25 -1.72 0.88
C: -7.23 -4.23 -0.32
C: -2.58 -2.03 -1.46
C: 0.85 4.58 6.55
C: -7.16 -3.08 -0.74
C: 2.87 -5.37 0.22
C: 0.14 -1.75 -0.14
C: 5.65 -0.14 -2.30
C: 8.85 7.12 -4.34
C: 5.74 7.22 0.83
C: 2.32 2.78 2.09
C: 1.89 -4.13 0.03
C: 1.51 -0.51 1.87
C: -6.63 -1.87 -1.60
C: -4.84 -3.27 -4.13
C: 9.24 8.45 -4.65
C: 0.84 2.95 1.57
C: -5.81 -4.38 -4.74
C: -4.86 -0.30 -0.39
C: 4.47 5.41 0.44
C: 4.63 6.09 -0.74
C: 8.26 9.29 -4.17
C: -3.99 -2.39 -1.78
C: -0.81 -0.51 -0.27
C: 0.77 -4.15 -1.01
C: 5.00 -2.20 -1.74
C: 2.11 -2.95 0.96
C: -0.10 -2.94 -1.05
C: -5.12 -1.52 -1.24
H: 4.26 5.88 -1.74
H: -7.23 -5.16 0.30
H: -3.63 -6.30 4.63
H: -5.27 -2.23 -4.10
H: 7.01 6.42 -3.28
H: -5.95 1.36 1.54
H: 7.49 -0.73 -3.33
H: 0.18 -4.91 -3.90
H: -7.48 0.15 0.31
H: 3.92 -4.96 0.30
H: 3.63 -7.90 2.19
H: 1.89 -7.20 1.00
H: 6.47 8.86 -3.14
H: 1.29 -6.27 -3.51
H: -6.75 2.87 3.98
H: -6.33 3.61 1.63
H: 10.14 8.75 -5.16
H: -3.89 1.61 1.56
H: -4.77 -6.45 0.45
H: 3.90 4.50 0.57
H: -6.89 5.11 5.50
H: 3.77 -5.39 -2.86
H: -4.06 3.18 -1.46
H: 3.86 -0.53 -1.21
H: -6.49 7.19 3.80
H: -3.90 -3.25 -4.79
H: -2.58 -4.21 3.25
H: 1.79 4.03 4.74
H: 0.10 2.30 2.12
H: -0.85 4.78 7.91
H: -5.57 -4.53 -5.84
H: -5.62 -5.35 -4.18
H: -2.24 3.67 5.86
H: -3.42 4.39 -0.54
H: 4.20 -4.22 2.24
H: 6.36 8.01 1.23
H: 2.83 -5.95 -0.75
H: -5.04 -7.75 2.82
H: 2.86 -2.88 3.57
H: -2.22 2.15 -1.05
H: 2.05 -2.20 -2.79
H: 1.82 -0.88 2.89
H: 4.35 -2.94 -1.30
H: 0.81 2.81 0.45
H: -6.13 6.09 1.35
H: 0.51 0.01 2.01
H: 5.25 5.87 2.48
H: 1.87 -5.81 2.25
H: -7.98 -3.77 -3.35
H: 8.17 10.36 -4.20
H: 4.13 -6.37 2.72
H: 6.69 -3.25 -2.65
H: -2.17 1.04 1.44
H: -0.43 3.24 3.89
H: -1.83 3.16 0.40
H: -3.34 -4.44 0.88
H: 0.55 4.02 1.77
H: 9.38 6.21 -4.57
H: 5.57 0.93 -2.35
H: 5.68 7.87 -1.18
H: 5.44 -2.21 1.98
H: -6.76 -2.09 -2.71
H: 0.87 -2.62 -4.19
H: 1.72 4.97 7.06
H: 2.61 -4.66 -4.57
H: 2.66 -2.32 -4.50
H: -3.51 -4.39 -2.63
H: -7.33 -1.00 -1.39
H: -5.23 -4.16 -2.12

The value obtained for the gap between HOMO and LUMO is 5.751 eV. As for the SMILES: C#CCc1c(CCCS)c2c(c(CCN)c1[PH2]=O)C(=O)c1c(CC(=O)OC(C)=O)c([PH2]=N)c(CCN)c(OC[C@@H](C)O)c1C2=O.c1cc[nH]c1.c1cc[nH]c1.c1cc[nH]c1.c1cc[nH]c1.c1cc[nH]c1.c1cc[nH]c1.

No. 2
# C37H43N10OSTi

C37H43N10OSTi as an isolated structure at a distorted geometry (ωB97M-V/def2-TZVPD, the Open Molecules 2025 dataset).

Element x y z (Å)
Ti: 16.68 5.40 11.19
S: 16.63 3.20 9.85
O: 14.97 5.57 10.46
N: 15.65 2.66 7.37
N: 14.40 4.17 8.62
N: 16.22 4.06 12.91
N: 16.33 3.35 17.30
N: 15.98 7.20 12.71
N: 15.62 0.08 14.26
N: 17.87 6.54 9.54
N: 19.26 2.57 11.77
N: 18.68 5.40 11.87
N: 14.70 6.95 13.11
C: 21.43 7.83 11.35
C: 19.09 6.95 10.09
C: 12.99 7.71 14.81
C: 18.23 5.57 8.47
C: 19.85 3.33 15.34
C: 15.63 1.19 14.57
C: 20.11 2.94 10.66
C: 13.42 1.93 6.56
C: 16.61 1.57 7.40
C: 19.45 6.38 11.43
C: 19.49 4.67 15.36
C: 14.33 7.77 14.14
C: 20.63 6.89 11.98
C: 10.09 6.62 9.90
C: 15.76 2.54 14.92
C: 17.75 8.89 13.05
C: 19.40 3.31 12.99
C: 19.01 1.11 11.80
C: 16.46 0.26 8.16
C: 16.11 3.00 16.19
C: 16.07 3.36 13.83
C: 10.39 5.58 9.00
C: 17.00 7.61 9.00
C: 11.65 5.13 8.90
C: 12.44 6.69 10.50
C: 12.73 5.66 9.62
C: 19.81 2.64 14.15
C: 19.12 4.68 13.01
C: 21.13 8.28 10.06
C: 11.13 7.16 10.60
C: 19.23 5.34 14.22
C: 14.70 2.72 6.30
C: 15.47 3.44 8.54
C: 16.45 8.25 13.46
C: 14.09 5.11 9.57
C: 15.38 8.61 14.32
C: 19.91 7.82 9.44
H: 19.53 8.04 8.43
H: 19.87 1.54 14.16
H: 19.35 5.17 16.28
H: 19.03 6.42 14.25
H: 18.53 0.77 10.84
H: 16.48 8.07 9.86
H: 17.66 9.95 13.36
H: 21.80 8.82 9.43
H: 21.02 6.59 12.99
H: 9.10 7.11 10.03
H: 17.52 8.36 8.39
H: 13.13 7.95 15.87
H: 16.52 0.43 9.22
H: 17.30 5.23 8.07
H: 12.72 2.14 5.73
H: 14.16 6.23 12.62
H: 20.99 2.29 10.60
H: 14.47 3.80 6.19
H: 18.94 5.89 7.73
H: 10.91 7.89 11.42
H: 20.35 4.05 10.72
H: 9.67 5.15 8.31
H: 15.29 2.43 5.34
H: 15.46 -0.16 7.83
H: 20.08 2.91 16.33
H: 19.97 0.57 11.88
H: 18.71 4.74 8.97
H: 13.60 0.86 6.54
H: 17.30 -0.42 7.82
H: 22.26 8.19 11.87
H: 19.59 2.82 9.74
H: 17.87 8.90 11.93
H: 18.38 0.84 12.66
H: 18.59 8.53 13.60
H: 12.87 2.10 7.45
H: 16.75 1.26 6.34
H: 12.09 4.45 8.19
H: 13.24 7.16 11.18
H: 15.39 9.41 15.05
H: 12.62 6.66 14.77
H: 16.27 7.13 8.31
H: 17.53 2.09 7.75
H: 12.39 8.56 14.43

The value obtained for the gap between HOMO and LUMO (alpha / beta) is 5.186 / 7.046 eV. Its net charge is -1. The calculation puts the relative energy (zero: lowest compared OMol25 entry of this formula, charge and spin) at 88.03 kJ/mol. Its multiplicity is 3.

No. 3
# C3H10N2O2

A 2-piece molecular cluster, C3H10N2O2 overall (ωB97M-V/def2-TZVPD, the Open Molecules 2025 dataset).

Element x y z (Å)
O: 0.54 1.82 -1.66
O: -0.56 -0.14 -1.84
N: 0.70 -0.20 0.83
N: 1.24 0.23 -3.12
C: -1.55 -0.29 1.84
C: -0.05 -0.41 2.08
C: 0.41 0.73 -2.17
H: -1.82 0.69 1.47
H: 1.14 0.72 0.82
H: 1.85 0.89 -3.57
H: 0.96 -0.57 -3.66
H: -1.86 -1.04 1.11
H: -0.75 0.06 -0.91
H: -2.12 -0.47 2.75
H: 1.44 -0.88 0.73
H: 0.27 0.27 2.87
H: 0.16 -1.42 2.45

The value obtained for the gap between HOMO and LUMO is 10.527 eV. The calculation puts the relative energy (zero: lowest compared OMol25 entry of this formula, charge and spin) at 18.03 kJ/mol. As for the SMILES: NC(=O)O.CCN.

No. 4
# C7H9N3S2

C7H9N3S2 as an isolated structure at a distorted geometry (ωB97M-V/def2-TZVPD, the Open Molecules 2025 dataset).

Element x y z (Å)
S: 2.88 -1.03 1.12
S: 1.94 1.15 -0.71
N: -2.18 0.96 1.49
N: 0.34 -1.87 -1.42
N: 0.25 -1.25 -0.29
C: -2.09 -1.07 -0.39
C: -3.28 0.50 1.02
C: -1.01 0.42 1.10
C: -0.87 -0.54 0.06
C: 3.48 2.03 -0.09
C: -3.35 -0.59 0.13
C: 1.81 -0.31 0.19
H: -4.18 -0.86 -0.42
H: 3.38 2.92 0.39
H: -4.11 1.05 1.39
H: 0.32 -1.24 -2.24
H: -2.06 -1.61 -1.28
H: 4.23 2.07 -0.93
H: 1.04 -2.69 -1.51
H: -0.28 0.77 1.79
H: 3.74 1.20 0.58

The value obtained for the gap between HOMO and LUMO is 7.731 eV. The calculation puts the relative energy (zero: lowest compared OMol25 entry of this formula, charge and spin) at 212.56 kJ/mol.

No. 5
# C40H47Br6F3O15

C40H47Br6F3O15 as an isolated structure at a distorted geometry (ωB97M-V/def2-TZVPD, the Open Molecules 2025 dataset).

Element x y z (Å)
Br: -23.06 0.27 -10.19
Br: -26.94 -3.12 -19.37
Br: -24.65 2.36 -11.95
Br: -23.94 -2.40 -18.48
Br: -24.94 -5.62 -18.87
Br: -22.61 0.36 -13.40
F: -20.21 -0.47 -28.13
F: -17.99 -13.66 -12.91
F: -18.07 -9.96 -22.27
O: -12.15 -5.27 -19.76
O: -17.31 -2.03 -12.09
O: -18.61 -6.55 -17.95
O: -10.84 -6.37 -18.55
O: -18.48 -1.89 -10.12
O: -19.30 -4.54 -17.55
O: -12.97 -7.11 -18.72
O: -10.93 -9.10 -10.46
O: -12.80 -9.35 -11.83
O: -19.57 -5.40 -19.75
O: -14.37 -7.91 -24.79
O: -16.86 -3.42 -10.33
O: -16.34 -7.47 -25.67
O: -12.42 -7.38 -10.83
O: -15.18 -9.36 -26.32
C: -15.29 -8.35 -25.64
C: -20.52 -2.52 -25.13
C: -17.31 -3.55 -9.03
C: -15.96 -6.33 -24.90
C: -16.28 -3.04 -8.01
C: -19.81 -12.75 -23.77
C: -17.54 -2.39 -10.91
C: -19.12 -10.71 -22.70
C: -17.29 -15.17 -14.56
C: -16.91 -14.38 -16.78
C: -18.50 -6.41 -16.52
C: -18.82 -12.02 -23.12
C: -21.10 -12.25 -23.79
C: -8.76 -5.37 -19.09
C: -17.17 -13.04 -16.41
C: -12.06 -6.26 -18.97
C: -18.65 -2.71 -9.00
C: -25.45 -3.78 -18.23
C: -17.54 -12.75 -15.03
C: -11.92 -8.66 -10.97
C: -21.08 -0.22 -24.64
C: -17.61 -13.86 -14.19
C: -20.26 -5.01 -15.38
C: -13.56 -5.68 -24.72
C: -10.23 -5.14 -18.75
C: -16.99 -15.40 -15.87
C: -20.33 -10.10 -23.00
C: -13.92 -8.61 -12.30
C: -14.65 -6.69 -24.26
C: -20.76 0.13 -25.96
C: -20.30 -2.19 -26.50
C: -19.11 -5.45 -18.57
C: -20.47 -0.83 -26.89
C: -13.42 -6.18 -12.82
C: -18.99 -5.05 -16.25
C: -13.58 -7.21 -11.69
C: -20.92 -1.53 -24.27
C: -21.37 -10.90 -23.53
C: -23.02 1.40 -11.72
C: -10.88 -4.56 -19.92
H: -19.52 -13.68 -24.24
H: -18.82 -2.25 -8.02
H: -14.43 -6.96 -11.06
H: -20.51 -9.04 -22.86
H: -12.67 -6.00 -24.19
H: -19.56 -3.28 -9.16
H: -20.32 -5.77 -14.61
H: -18.99 -7.19 -15.94
H: -17.44 -6.37 -16.29
H: -21.25 0.63 -23.99
H: -13.86 -8.41 -13.37
H: -14.72 -6.88 -23.19
H: -17.05 -12.24 -17.14
H: -16.70 -14.57 -17.83
H: -13.42 -5.74 -25.80
H: -17.35 -15.97 -13.84
H: -22.12 2.00 -11.63
H: -16.73 -5.96 -24.23
H: -22.29 -10.35 -23.55
H: -17.49 -4.59 -8.76
H: -10.37 -4.86 -20.83
H: -19.91 -2.91 -27.19
H: -16.33 -1.96 -8.13
H: -25.67 -3.86 -17.17
H: -11.02 -3.48 -19.82
H: -20.68 1.17 -26.26
H: -8.23 -4.46 -19.38
H: -20.17 -4.04 -14.89
H: -20.98 -1.82 -23.23
H: -17.78 -12.33 -23.16
H: -8.23 -5.77 -18.23
H: -12.67 -6.42 -13.57
H: -15.84 -5.44 -25.53
H: -17.86 -11.75 -14.76
H: -8.61 -6.06 -19.92
H: -14.33 -6.00 -13.39
H: -10.51 -4.59 -17.85
H: -14.78 -9.25 -12.11
H: -21.22 -5.06 -15.89
H: -13.11 -5.22 -12.38
H: -13.72 -4.65 -24.40
H: -16.91 -16.45 -16.10
H: -21.94 -12.83 -24.14
H: -20.48 -3.56 -24.84
H: -18.20 -4.43 -15.82
H: -16.52 -3.42 -7.02
H: -15.35 -3.55 -8.28

The value obtained for the gap between HOMO and LUMO is 8.450 eV.

No. 6
# C5H6N2

One molecule with the formula C5H6N2 at a distorted geometry (ωB97M-V/def2-TZVPD, the Open Molecules 2025 dataset).

Element x y z (Å)
N: -1.56 -0.51 1.97
N: -0.68 0.63 -1.22
C: 1.78 -0.65 0.64
C: 1.28 0.48 0.17
C: -0.20 0.82 0.15
C: -1.52 -0.29 -1.46
C: -0.94 0.08 1.19
H: 2.85 -0.86 0.59
H: -1.84 -0.43 -2.49
H: -0.32 1.89 0.37
H: -1.94 -0.96 -0.70
H: 1.93 1.23 -0.28
H: 1.15 -1.41 1.09

The value obtained for the gap between HOMO and LUMO is 11.360 eV. The calculation puts the relative energy (zero: lowest compared OMol25 entry of this formula, charge and spin) at 177.78 kJ/mol. As for the SMILES: C=C[C@H](C#N)N=C.

No. 7
# C8H14Br3ClN2O4Pd

C8H14Br3ClN2O4Pd as an isolated structure (ωB97M-V/def2-TZVPD, the Open Molecules 2025 dataset).

Element x y z (Å)
Pd: -0.87 2.11 -0.54
Br: -2.71 0.11 -0.68
Br: -2.27 3.92 0.69
Br: -0.98 3.20 -2.99
Cl: 2.37 3.36 0.95
O: 1.76 3.59 2.23
O: 3.24 2.20 1.03
O: 1.36 3.10 -0.06
O: 3.15 4.51 0.55
N: 0.69 0.51 -1.61
N: -0.43 1.21 1.62
C: -1.04 -0.76 -4.73
C: 1.12 -1.02 4.32
C: -0.72 -1.18 2.60
C: 0.45 -0.51 -2.08
C: 0.30 -1.77 -2.81
C: -0.34 -1.29 4.07
C: -0.98 -1.81 -3.64
C: -0.56 0.16 2.05
H: 1.18 -1.82 -3.46
H: -0.97 -0.63 4.68
H: 1.41 -1.40 5.31
H: -0.75 0.22 -4.37
H: -1.77 -1.48 2.47
H: -2.05 -0.71 -5.13
H: 1.73 -1.53 3.57
H: -0.38 -1.02 -5.56
H: -1.11 -2.82 -4.05
H: -0.14 -1.88 2.01
H: -1.84 -1.69 -2.98
H: 0.33 -2.59 -2.09
H: 1.36 0.04 4.28
H: -0.56 -2.32 4.36

The value obtained for the gap between HOMO and LUMO (alpha / beta) is 6.471 / 6.737 eV. Its net charge is -2. The calculation puts the relative energy (zero: lowest compared OMol25 entry of this formula, charge and spin) at 8.48 kJ/mol. Its multiplicity is 3.

No. 8
# C5H13NO2

A 2-piece molecular cluster, C5H13NO2 overall at a distorted geometry (ωB97M-V/def2-TZVPD, the Open Molecules 2025 dataset).

Element x y z (Å)
O: -2.38 2.06 1.01
O: -2.07 1.65 -4.57
N: 2.23 -1.52 1.22
C: -1.94 0.94 1.01
C: 2.64 -2.80 0.58
C: -0.46 0.68 1.23
C: 0.10 -0.46 0.39
C: 1.62 -0.52 0.28
H: 1.96 -0.50 -0.75
H: 2.89 -1.09 1.84
H: 2.06 0.40 0.67
H: -0.27 -0.51 -0.64
H: -0.22 -1.36 0.91
H: -1.78 1.55 -3.66
H: -0.20 0.53 2.28
H: 2.04 -3.56 1.07
H: 0.00 1.67 1.13
H: 3.69 -3.05 0.71
H: 2.51 -2.76 -0.50
H: -1.45 2.30 -4.93
H: -2.63 0.12 0.70

The value obtained for the gap between HOMO and LUMO is 9.554 eV. The calculation puts the relative energy (zero: lowest compared OMol25 entry of this formula, charge and spin) at 237.50 kJ/mol. As for the SMILES: CNCCCC=O.O.